(1)
16
Properties=species:S:1:pos:R:3 method="wB97M-V/def2-TZVPD" smiles="NCCCC(=O)O" charge=0
N 1.19079 0.28742 1.59101
C 1.29008 -0.46588 0.37138
C 0.00375 -1.25872 0.05939
C -1.23658 -0.36158 -0.05434
C -0.96273 0.97016 -0.72541
O -0.62680 1.98462 -0.16472
O -1.13678 0.93698 -2.05867
H 0.46706 0.98968 1.51397
H 2.07338 0.71899 1.82325
H 1.51994 0.11632 -0.54478
H 2.14404 -1.15052 0.36028
H 0.08522 -1.82079 -0.85887
H -0.05910 -1.89287 0.94432
H -1.95631 -0.77183 -0.75932
H -1.71073 -0.13024 0.89191
H -1.08521 1.84827 -2.38941

(2)
23
Properties=species:S:1:pos:R:3 method="wB97M-V/def2-TZVPD" smiles=CNc1ccccc1.O.O charge=0
C -0.73475 1.60899 -2.01461
N -0.03548 1.14383 -0.79114
C 0.44286 -0.17645 -0.69575
C 0.98710 -0.84946 -1.82484
C 1.62753 -2.06131 -1.62382
C 1.83713 -2.46662 -0.30516
C 1.38914 -1.75250 0.78776
C 0.56212 -0.64179 0.60574
H -0.78542 0.78322 -2.72793
H -0.31422 2.47575 -2.40651
H -1.81728 1.64060 -1.79206
H -0.34917 1.59166 0.04536
H 0.94036 -0.29127 -2.72151
H 1.98098 -2.66616 -2.40942
H 2.43451 -3.39314 -0.09073
H 1.62754 -2.19821 1.72108
H -0.03195 -0.20129 1.40537
O -1.18781 2.89103 1.55493
H -1.68644 2.79372 2.38042
H -1.70760 3.43864 1.01529
O -2.01241 -0.34800 3.05728
H -1.76951 -1.27680 3.10146
H -1.39725 -0.04444 3.72883

(3)
28
Properties=species:S:1:pos:R:3 method="wB97M-V/def2-TZVPD" smiles="O=C1CC(C(=O)O)CC(=O)C1=C(O)C1CC1" charge=0
O 1.68199 0.19066 -0.91483
C 0.50019 0.42553 -0.79064
C -0.17308 1.00718 -1.98713
C -1.23404 0.01601 -2.46408
C -0.58303 -1.26622 -3.00950
O -0.59973 -2.27511 -2.35292
O 0.11284 -1.18238 -4.14455
C -2.29144 -0.24131 -1.33671
C -1.68975 -0.49727 0.02983
O -2.36517 -1.04086 0.90830
C -0.33602 0.02588 0.35112
C 0.10717 0.12513 1.67421
O -0.74758 -0.19024 2.68325
C 1.48561 0.59080 2.09331
C 2.26926 -0.19608 3.10958
C 1.76993 1.20070 3.41847
H -0.58533 1.96884 -1.69019
H 0.57402 1.23378 -2.75272
H -1.72651 0.40016 -3.32394
H 0.56218 -2.05614 -4.19912
H -2.93691 0.64829 -1.22629
H -2.95477 -1.09281 -1.62817
H -1.50854 -0.64996 2.25879
H 2.09863 1.04029 1.30519
H 3.31844 -0.31587 2.84202
H 1.73684 -1.07605 3.49803
H 0.97098 1.23859 4.13033
H 2.54381 1.96845 3.51837

(4)
74
Properties=species:S:1:pos:R:3 method="wB97M-V/def2-TZVPD" smiles="CCOc1cc(/C=C/C(=O)Nc2ccc(C(=O)NCCN(CC)CC)cc2)ccc1OCC(C)C" charge=0
C -7.31796 -3.49430 -1.92517
C -7.69918 -3.42203 -0.44880
O -7.79615 -2.09529 0.02630
C -6.66554 -1.38693 0.28963
C -5.37452 -1.86892 0.23449
C -4.27140 -1.05574 0.53562
C -2.94990 -1.63004 0.44316
C -1.77073 -1.01279 0.60824
C -0.51795 -1.77088 0.46247
O -0.48082 -2.96300 0.22942
N 0.59988 -0.98263 0.61100
C 1.94322 -1.33287 0.51743
C 2.37804 -2.64523 0.34021
C 3.72889 -2.91361 0.25703
C 4.67375 -1.89407 0.32462
C 6.12045 -2.24715 0.23535
O 6.57184 -3.28891 0.67393
N 6.87765 -1.33466 -0.41789
C 8.31798 -1.36571 -0.42721
C 8.85891 -0.17265 0.37624
N 8.25163 1.05737 -0.11270
C 8.97442 1.65518 -1.22230
C 10.25865 2.41316 -0.86592
C 7.85141 1.97987 0.93684
C 6.91969 3.07119 0.41853
C 4.23702 -0.58649 0.51957
C 2.88935 -0.31104 0.61965
C -4.50782 0.26495 0.90365
C -5.79639 0.76290 0.96942
C -6.88820 -0.03832 0.66824
O -8.18969 0.33332 0.71944
C -8.52986 1.68402 0.94367
C -8.30962 2.56657 -0.29442
C -8.59807 4.02515 0.04656
C -9.19622 2.08125 -1.43775
H -7.31351 -4.53058 -2.25171
H -6.33343 -3.06611 -2.09626
H -8.04086 -2.93992 -2.51834
H -8.70369 -3.83052 -0.30691
H -7.00139 -4.00562 0.16446
H -5.18306 -2.89245 -0.04644
H -2.90409 -2.68621 0.20356
H -1.69865 0.03928 0.84174
H 0.43716 0.00061 0.78052
H 1.65354 -3.43880 0.27153
H 4.07570 -3.92808 0.13304
H 6.48156 -0.44644 -0.68534
H 8.63296 -2.30867 0.02325
H 8.67412 -1.32507 -1.46155
H 8.58188 -0.31508 1.42280
H 9.95539 -0.15948 0.31895
H 8.29219 2.33288 -1.74217
H 9.21962 0.84677 -1.91489
H 10.93564 1.78447 -0.29168
H 10.76479 2.71618 -1.77873
H 10.03919 3.30540 -0.28499
H 8.71275 2.44463 1.44481
H 7.31005 1.39267 1.68503
H 6.12056 2.63285 -0.17474
H 6.47938 3.60146 1.25951
H 7.45166 3.79263 -0.19543
H 4.94718 0.22165 0.62516
H 2.55943 0.70694 0.78078
H -3.68550 0.91838 1.14734
H -5.93956 1.79049 1.26376
H -9.59574 1.65846 1.18786
H -7.98886 2.08662 1.80935
H -7.26305 2.47157 -0.60398
H -9.62756 4.14015 0.37867
H -8.44764 4.65233 -0.82851
H -7.94068 4.37800 0.83846
H -10.24552 2.23140 -1.19276
H -8.97245 2.62487 -2.35251
H -9.03224 1.02070 -1.61217

Quick rundown of M, same order as above: 103.1; 143.2; 224.2; 481.6 g mol⁻¹
Quick rundown of DFT total energy, same order as above: -9879.3188; -13054.1141; -21838.6528; -42329.6219 eV
Quick rundown of Kohn-Sham gap, same order as above: 9.86; 7.83; 9.45; 7.94 eV